## w
Below is a cluster of 11 separate species, C44H66O33 in total, with properties calculated with ωB97M-V/def2-TZVPD.

Computed properties:
SMILES string ... C[C@H]1COC(=O)O1.C[C@H]1COC(=O)O1.C[C@H]1COC(=O)O1.C[C@H]1COC(=O)O1.C[C@H]1COC(=O)O1.C[C@H]1COC(=O)O1.C[C@H]1COC(=O)O1.C[C@H]1COC(=O)O1.C[C@H]1COC(=O)O1.C[C@H]1COC(=O)O1.C[C@H]1COC(=O)O1
LUMO energy ... 0.3 eV
Orbital gap ... 11.07 eV
E_HOMO ... -10.723 eV

Structure (ORCA input):
```
! RIJCOSX wB97M-V def2-TZVPD def2/J DEFGRID3
* xyz 0 1
C 12.33151 -24.97210 7.50657
C 10.98911 -24.68301 6.83268
C 10.53083 -25.86690 5.88037
O 9.22504 -26.24014 6.42121
C 8.90679 -25.48827 7.49393
O 7.88769 -25.52179 8.10711
O 9.90088 -24.65810 7.79946
H 12.56969 -24.13280 8.14167
H 13.18464 -25.13189 6.84146
H 12.30449 -25.89124 8.19320
H 10.91088 -23.71584 6.42030
H 11.22552 -26.72017 6.04875
H 10.38568 -25.68144 4.82217
C 14.31164 -15.69548 6.75544
C 15.56143 -16.45240 6.64925
C 15.50899 -17.69735 7.50877
O 16.36328 -18.57897 6.80114
C 16.15974 -18.29105 5.47398
O 16.45687 -19.00876 4.54675
O 15.61187 -17.07421 5.31005
H 14.30041 -14.76411 6.16224
H 14.19132 -15.37894 7.77228
H 13.48968 -16.36104 6.43313
H 16.54110 -15.84748 6.72336
H 14.40709 -18.00524 7.56313
H 15.95728 -17.62576 8.54860
C 14.83263 -20.11629 -0.78781
C 14.39884 -19.45830 0.50405
C 15.47031 -18.70061 1.31047
O 14.68706 -17.77311 2.06800
C 13.49127 -17.62534 1.47279
O 12.59491 -16.85465 1.81283
O 13.31357 -18.45029 0.37556
H 15.18556 -19.47959 -1.55335
H 13.86314 -20.50852 -1.21117
H 15.62955 -20.81102 -0.67424
H 13.94829 -20.21087 1.17091
H 16.04907 -18.24565 0.51929
H 16.15429 -19.28357 1.92830
C 6.97474 -24.89865 11.72152
C 8.41214 -24.83861 11.24225
C 8.80932 -23.55452 10.57150
O 10.25328 -23.51780 10.87900
C 10.37910 -24.20723 12.00603
O 11.32439 -24.19381 12.73799
O 9.27416 -24.79208 12.38809
H 6.91671 -25.76827 12.34340
H 6.31709 -24.94612 10.81854
H 6.90804 -23.99478 12.34367
H 8.69835 -25.65972 10.58884
H 8.29452 -22.71591 10.94732
H 8.75543 -23.50648 9.49205
C 11.85804 -19.84748 5.22803
C 12.83591 -20.73285 4.52255
C 12.59212 -22.15911 4.96969
O 12.96665 -22.92722 3.85627
C 12.92600 -22.18682 2.74481
O 12.84912 -22.63349 1.64414
O 12.79509 -20.86260 3.10369
H 12.00271 -20.10161 6.26430
H 10.83592 -19.89843 4.96604
H 12.13123 -18.78221 5.12747
H 13.83350 -20.44630 4.81791
H 11.55114 -22.41411 5.20066
H 13.26935 -22.42360 5.80321
C 15.72502 -25.77326 0.15813
C 15.44298 -24.38808 0.71423
C 15.90632 -24.17004 2.21671
O 16.41900 -22.81204 2.20541
C 16.70653 -22.40146 0.94195
O 17.25517 -21.37823 0.60158
O 16.21821 -23.31012 0.09657
H 15.58779 -25.81898 -0.92593
H 15.08276 -26.53888 0.66689
H 16.72919 -26.05635 0.33480
H 14.37472 -24.13476 0.50512
H 16.71619 -24.81516 2.50650
H 15.10042 -24.39495 2.86290
C 12.41273 -20.80286 12.88269
C 13.04889 -20.72035 11.55543
C 13.89772 -21.88662 11.12894
O 13.75157 -21.85268 9.60439
C 12.51732 -21.28356 9.41602
O 11.93496 -21.25470 8.36129
O 12.02045 -20.75534 10.52217
H 11.66443 -21.60963 13.10492
H 11.88859 -19.81647 13.01379
H 13.16164 -20.92664 13.71523
H 13.53477 -19.78629 11.42302
H 13.44270 -22.84865 11.41384
H 14.91688 -21.73293 11.41633
C 8.24283 -21.22092 7.14287
C 7.61213 -21.52089 5.81088
C 8.18168 -20.73255 4.66199
O 9.18260 -21.70194 4.15997
C 8.80869 -22.94437 4.43790
O 9.31781 -23.92089 3.94846
O 7.80727 -22.92381 5.34772
H 7.86130 -21.84954 7.93989
H 7.98804 -20.19489 7.33650
H 9.30542 -21.27403 7.10955
H 6.55948 -21.38209 5.90063
H 8.71951 -19.83784 5.04973
H 7.48556 -20.56538 3.82630
C 10.96960 -21.44570 -1.69947
C 9.56011 -21.87276 -1.23254
C 9.66921 -22.83426 -0.02628
O 8.57899 -22.38902 0.75939
C 8.41310 -21.08766 0.52494
O 7.76401 -20.35136 1.26720
O 8.81773 -20.77961 -0.72358
H 11.51925 -20.96025 -0.90356
H 10.86355 -20.79038 -2.57138
H 11.45268 -22.34906 -2.08853
H 9.09126 -22.33622 -2.12463
H 10.65119 -22.73599 0.37952
H 9.55329 -23.88474 -0.16412
C 9.21428 -17.31131 1.85141
C 9.90027 -17.47287 3.15268
C 10.55783 -16.19102 3.64157
O 10.00057 -16.04320 4.96793
C 9.24641 -17.11862 5.33569
O 8.86807 -17.41544 6.42528
O 8.97750 -17.89021 4.23097
H 8.79336 -18.18156 1.47464
H 9.97083 -17.08862 1.07638
H 8.46105 -16.46584 1.82418
H 10.70685 -18.14683 2.98693
H 10.40160 -15.32298 2.98359
H 11.61774 -16.25628 3.81073
C 9.84295 -16.11536 9.43367
C 10.62108 -17.31403 9.98324
C 11.49536 -18.04739 8.91557
O 12.77798 -18.09279 9.60808
C 12.75333 -17.39091 10.77077
O 13.65328 -17.23786 11.49532
O 11.49866 -16.86372 10.97569
H 9.13919 -16.37940 8.58965
H 10.59144 -15.41534 9.10652
H 9.28155 -15.74881 10.27916
H 9.97683 -18.03362 10.39856
H 11.73438 -17.40577 8.00136
H 11.22832 -19.05346 8.65799
*
```

Löwdin atomic charge list, values in e, 4 entries:
1 C -0.014
2 C -0.248
3 C -0.034
4 O 0.068



## x
Below is a cluster of 11 separate species, C44H66O33 in total, with properties calculated with ωB97M-V/def2-TZVPD.

Computed properties:
SMILES string ... C[C@H]1COC(=O)O1.C[C@H]1COC(=O)O1.C[C@H]1COC(=O)O1.C[C@H]1COC(=O)O1.C[C@H]1COC(=O)O1.C[C@H]1COC(=O)O1.C[C@H]1COC(=O)O1.C[C@H]1COC(=O)O1.C[C@H]1COC(=O)O1.C[C@H]1COC(=O)O1.C[C@H]1COC(=O)O1
LUMO energy ... -0.3 eV
Orbital gap ... 9.77 eV
E_HOMO ... -10.097 eV

Structure (ORCA input):
```
! RIJCOSX wB97M-V def2-TZVPD def2/J DEFGRID3
* xyz 0 1
C -2.68530 6.38734 1.81029
C -1.92416 5.32041 2.64028
C -2.67490 3.99384 2.82359
O -1.72899 2.99550 2.58395
C -0.60801 3.54010 2.08424
O 0.33791 2.89757 1.65096
O -0.72071 4.87417 1.97996
H -3.03870 6.03129 0.84259
H -2.10011 7.27859 1.58374
H -3.58655 6.68699 2.34513
H -1.69508 5.77115 3.60592
H -3.43398 4.01701 2.04169
H -3.09396 3.95593 3.82910
C -3.77624 -5.94733 3.94684
C -3.51931 -4.45032 4.21532
C -3.33803 -3.55842 3.09461
O -4.17519 -2.46107 3.42543
C -4.98229 -2.69967 4.40716
O -5.80849 -1.88892 4.85273
O -4.65466 -3.88190 4.92332
H -2.99089 -6.45673 3.38841
H -4.73358 -6.23017 3.50912
H -3.67917 -6.47008 4.89837
H -2.63998 -4.43358 4.85921
H -3.76781 -4.05710 2.22587
H -2.33456 -3.20461 2.85804
C -0.05795 -4.99760 -0.40916
C 1.34544 -5.45170 -0.78794
C 2.13769 -4.41027 -1.56045
O 3.29432 -4.32297 -0.70145
C 3.26289 -4.99737 0.33783
O 4.22266 -5.16485 1.07029
O 2.05785 -5.59966 0.46225
H -0.82207 -4.86114 -1.17441
H 0.05070 -3.98833 -0.01206
H -0.43836 -5.58240 0.42833
H 1.34473 -6.40409 -1.31808
H 1.62367 -3.44926 -1.57878
H 2.40358 -4.83443 -2.52869
C 0.55466 0.80215 4.80564
C -0.58602 0.71753 5.86374
C -1.96848 0.92223 5.21762
O -2.64563 -0.31675 5.45043
C -1.78938 -1.23774 5.90989
O -2.19409 -2.32639 6.29337
O -0.63737 -0.66590 6.12512
H 1.52670 0.53046 5.21725
H 0.62673 1.74691 4.26681
H 0.33916 0.05762 4.03926
H -0.32205 1.36197 6.70226
H -1.90878 1.11996 4.14737
H -2.50507 1.73474 5.70751
C 4.96477 3.32870 -2.69835
C 4.54462 3.53455 -1.29887
C 3.44419 2.62730 -0.83138
O 4.15815 1.73296 -0.00266
C 5.39857 2.22600 0.29808
O 6.15107 1.77517 1.13529
O 5.68254 3.26390 -0.42416
H 5.86798 3.92364 -2.83388
H 4.18255 3.70780 -3.35601
H 5.01961 2.27642 -2.97725
H 4.20364 4.55476 -1.12275
H 2.98330 2.07085 -1.64750
H 2.69710 3.21645 -0.29954
C 0.57113 -1.09799 -2.18789
C 0.85227 -0.60362 -0.74060
C -0.10186 0.37789 -0.15602
O -0.52651 -0.02860 1.11653
C 0.03269 -1.25002 1.40118
O -0.16986 -1.97056 2.34044
O 0.77698 -1.61766 0.23068
H 1.33535 -1.72468 -2.64760
H 0.55050 -0.31324 -2.94409
H -0.41847 -1.54533 -2.28098
H 1.82260 -0.12318 -0.61506
H -0.90426 0.48042 -0.88660
H 0.45867 1.31268 -0.14757
C -1.13684 5.91147 -1.13310
C -0.40153 5.22642 -2.29807
C 0.88443 4.49219 -1.95894
O 0.71743 3.11465 -2.25589
C -0.59915 2.93195 -2.65842
O -1.14340 1.80478 -2.74140
O -1.27149 4.17108 -2.67521
H -2.09240 6.38251 -1.36356
H -0.54380 6.72209 -0.70968
H -1.55546 5.19016 -0.43127
H -0.13548 5.89756 -3.11470
H 1.28898 4.73383 -0.97607
H 1.65011 4.68271 -2.71097
C -2.24955 0.65026 -6.54731
C -0.86793 0.24391 -6.06099
C -0.58699 -1.20129 -5.91167
O 0.61396 -1.41280 -6.56993
C 0.87776 -0.33436 -7.30173
O 1.79730 -0.09197 -8.07286
O 0.06207 0.54580 -7.11643
H -3.03492 0.28172 -5.88740
H -2.45955 0.45297 -7.59853
H -2.30081 1.73862 -6.57807
H -0.60986 0.60223 -5.06444
H -1.41481 -1.74313 -6.36906
H -0.54647 -1.45392 -4.85212
C 0.45148 -4.93693 4.16566
C 1.87724 -4.45380 4.52536
C 2.14330 -2.91257 4.52922
O 2.58923 -2.61535 5.78156
C 2.47053 -3.67618 6.59136
O 2.80245 -3.64625 7.79694
O 2.07460 -4.72330 5.89135
H 0.25666 -4.49328 3.18927
H -0.29013 -4.75895 4.94439
H 0.42361 -6.00864 3.96882
H 2.56106 -4.96804 3.85006
H 1.17383 -2.44066 4.36944
H 2.79992 -2.55766 3.73487
C -4.40133 0.80625 2.23901
C -5.01669 1.01599 0.87725
C -4.15251 0.58655 -0.35020
O -5.10687 -0.15845 -1.12735
C -6.30130 -0.34620 -0.38244
O -7.22726 -1.05129 -0.72505
O -6.24964 0.34734 0.70857
H -4.96671 1.09090 3.12638
H -3.43185 1.30007 2.30487
H -4.25730 -0.26883 2.34648
H -5.19574 2.08454 0.75789
H -3.31341 -0.02297 -0.01479
H -3.69140 1.47327 -0.78518
C 5.81912 1.61001 -6.92112
C 4.62801 0.76134 -6.85760
C 4.71424 -0.67229 -6.43716
O 3.78656 -0.72454 -5.34614
C 3.37944 0.41982 -4.86399
O 2.74197 0.59527 -3.91295
O 3.74140 1.29206 -5.86349
H 5.81513 2.57551 -7.42699
H 6.65032 1.13000 -7.43763
H 6.22867 1.83978 -5.93746
H 4.17805 0.70576 -7.84883
H 5.74783 -0.84351 -6.13639
H 4.46637 -1.42122 -7.18934
*
```

Löwdin atomic charge list, values in e, 4 entries:
1 C -0.020
2 C -0.269
3 C -0.106
4 O 0.045



Short version: w is the most stable of them.



## w
Below is a cluster of 2 separate species, CH5NO2S in total, with properties calculated with ωB97M-V/def2-TZVPD.

Computed properties:
SMILES string ... C=O.NSO
LUMO energy ... 0.6 eV
Orbital gap ... 9.26 eV
E_HOMO ... -8.669 eV

Structure (ORCA input):
```
! RIJCOSX wB97M-V def2-TZVPD def2/J DEFGRID3
* xyz 0 1
C -0.45585 -1.16225 -2.76214
N 0.52863 1.58100 2.37306
O -0.02381 -0.84832 1.23890
O 0.02178 -0.28301 -3.37608
S -0.37595 0.76033 1.21318
H -0.14668 -1.40963 -1.71233
H 0.85258 -1.05039 0.71475
H -1.17449 -1.85419 -3.18328
H 0.78019 2.54283 2.17224
H -0.00638 1.72364 3.32170
*
```

natural (NBO) atomic charge list, values in e, 4 entries:
1 C 0.295
2 N -1.024
3 O -0.857
4 O -0.484



## x
Below is a cluster of 2 separate species, CH5NO2S in total, with properties calculated with ωB97M-V/def2-TZVPD.

Computed properties:
SMILES string ... C=O.NSO
LUMO energy ... 0.6 eV
Orbital gap ... 9.56 eV
E_HOMO ... -8.924 eV

Structure (ORCA input):
```
! RIJCOSX wB97M-V def2-TZVPD def2/J DEFGRID3
* xyz 0 1
C -2.18892 -0.58194 -0.63162
N 2.07807 0.63430 0.88464
O 1.58956 -1.78146 -0.00617
O -2.59155 -1.05278 0.37450
S 1.59446 -0.14991 -0.47540
H -2.78915 -0.52328 -1.60719
H -1.04809 -0.26030 -0.73029
H 3.04340 0.49476 1.31298
H 1.35383 0.24927 1.52378
H 0.70074 -1.99489 0.19546
*
```

natural (NBO) atomic charge list, values in e, 4 entries:
1 C 0.276
2 N -0.996
3 O -0.862
4 O -0.503



Short version: x is the most stable of them.



## w
Below is an isolated molecule of C4H7IN2O, with properties calculated with ωB97M-V/def2-TZVPD.

Computed properties:
SMILES string ... [H]/N=C(\OC)[C@@H](I)/C=N/[H]
LUMO energy ... 0.2 eV
Orbital gap ... 9.52 eV
E_HOMO ... -9.354 eV

Structure (ORCA input):
```
! RIJCOSX wB97M-V def2-TZVPD def2/J DEFGRID3
* xyz 0 1
C 1.87345 -0.94236 -0.90526
C -0.19489 0.02260 0.46038
C -2.25613 1.13711 0.98991
C 0.46126 -0.58085 -0.82008
N 2.28956 -1.80966 -1.71537
N 0.47399 0.39148 1.46188
O -1.47121 0.18666 0.15740
I -0.00971 0.65912 -2.50624
H 2.64283 -0.34341 -0.34126
H -2.29461 0.81298 2.09432
H -3.24593 1.20695 0.45787
H -1.63495 1.97947 1.04747
H -0.05303 -1.46311 -0.94395
H 3.29786 -1.99088 -1.71991
H 0.12152 0.73390 2.28281
*
```

natural (NBO) atomic charge list, values in e, 4 entries:
1 C 0.104
2 C 0.585
3 C -0.265
4 C -0.428



## x
Below is an isolated molecule of C4H7IN2O, with properties calculated with ωB97M-V/def2-TZVPD.

Computed properties:
SMILES string ... CN1CCN(I)C1=O
LUMO energy ... 0.1 eV
Orbital gap ... 8.50 eV
E_HOMO ... -8.443 eV

Structure (ORCA input):
```
! RIJCOSX wB97M-V def2-TZVPD def2/J DEFGRID3
* xyz 0 1
C -0.82270 0.84798 -0.03023
C 0.52517 -1.03317 0.25934
C -0.82414 -1.52893 -0.05232
C 1.61157 1.45888 -0.11026
N 0.45689 0.47104 -0.01570
N -1.66896 -0.34142 -0.26435
O -1.29230 1.94179 -0.04444
I -3.67487 -0.28722 -0.01297
H 0.86256 -0.99392 1.26227
H 1.28453 -1.48905 -0.41856
H -0.72614 -2.02424 -1.00310
H -1.22095 -2.06626 0.84832
H 1.35278 2.09078 -1.08627
H 1.50492 2.06834 0.78713
H 2.63166 0.88541 -0.11887
*
```

natural (NBO) atomic charge list, values in e, 4 entries:
1 C 0.766
2 C -0.206
3 C -0.252
4 C -0.416



Short version: x is the most stable of them.